ORCA calculation (ωB97M-V/def2-TZVPD) on 2 unconnected molecules or ions with the total composition C4H12N3.

Structure (XYZ):
```
19
Properties=species:S:1:pos:R:3
C 1.6510 0.6164 0.9580
C 0.1456 0.3863 0.8577
C -0.5246 0.1936 -0.6351
C -1.9862 0.2795 -0.5914
N -2.8403 -0.5136 0.2531
N 0.0526 -1.1567 -1.1022
N 2.2296 0.7018 -0.4263
H 2.1128 -0.1664 1.5844
H 1.9070 1.5484 1.5143
H -0.2451 -0.4624 1.4130
H -0.3503 1.2808 1.2925
H -2.4354 1.1895 -0.9573
H -2.4483 -0.5450 1.1934
H -3.0042 -1.3704 -0.2630
H 0.1915 0.7763 -1.2109
H -0.5909 -1.6943 -1.6673
H 0.9449 -0.9960 -1.5438
H 3.2521 0.7694 -0.3904
H 1.9382 -0.8372 -0.2785
```

- calculated total energy (Eh) = -323.64366
- energy relative to the best compared isomer or geometry (same formula, charge and spin) (kJ/mol) = 411.0
- lowest unoccupied orbital energy (alpha / beta) (eV) = 0.5581 / 0.1783
- frontier orbital gap (alpha / beta) (eV) = 8.5366 / 8.9710
- multiplicity = 2